# 1
DFT (wB97M-V/def2-TZVPD) results for a structure of composition C47H56N12OS2V.

## Properties
E_HOMO (alpha / beta)	-6.31 / -7.02	eV
orbital gap (alpha / beta)	6.35 / 6.88	eV
2S+1	4
molecular weight	920.13	g mol⁻¹
<S²>	3.76
energy relative to the best compared isomer or geometry (same formula, charge and spin)	36.0	kJ/mol
energy	-4297.46126	Eh

CARTESIAN COORDINATES (ANGSTROEM)
V  -0.108  0.140  0.214
C  -0.204  -4.225  -0.181
C  -0.456  -2.753  -0.145
N  0.139  -1.927  0.644
N  1.201  -2.400  1.374
C  1.145  -2.111  2.656
N  2.338  -2.313  3.321
S  -0.197  -1.579  3.569
C  -1.440  -2.155  -1.077
C  -2.298  -2.924  -1.855
C  -3.169  -2.283  -2.723
C  -3.153  -0.900  -2.805
C  -2.276  -0.197  -1.994
N  -1.455  -0.812  -1.143
H  0.634  -4.459  0.467
H  -1.082  -4.776  0.168
H  0.015  -4.561  -1.197
H  3.020  -2.864  2.822
H  2.246  -2.484  4.305
H  -2.275  -4.002  -1.783
H  -3.845  -2.864  -3.340
H  -3.796  -0.363  -3.491
H  -2.193  0.883  -2.032
C  6.543  0.344  -2.423
C  5.407  -0.428  -3.092
C  5.789  -1.913  -3.160
C  5.209  0.121  -4.512
C  4.096  -0.296  -2.327
C  2.932  -0.873  -2.827
C  1.752  -0.746  -2.129
N  1.658  -0.087  -0.974
C  2.759  0.487  -0.483
C  3.988  0.385  -1.123
C  2.605  1.192  0.822
C  3.609  1.976  1.359
C  3.451  2.566  2.612
C  2.266  2.306  3.280
C  1.294  1.525  2.674
N  1.441  1.001  1.462
C  4.570  3.418  3.197
C  5.782  2.513  3.457
C  4.153  4.077  4.511
C  4.953  4.517  2.198
H  7.453  0.232  -3.016
H  6.756  -0.032  -1.419
H  6.321  1.412  -2.355
H  6.725  -2.032  -3.712
H  5.022  -2.500  -3.667
H  5.926  -2.329  -2.159
H  6.159  0.106  -5.051
H  4.841  1.149  -4.490
H  4.495  -0.475  -5.082
H  2.926  -1.411  -3.765
H  0.832  -1.168  -2.510
H  4.858  0.841  -0.678
H  4.525  2.129  0.804
H  2.065  2.698  4.267
H  0.369  1.289  3.176
H  5.532  1.714  4.157
H  6.602  3.099  3.881
H  6.139  2.051  2.534
H  3.936  3.338  5.285
H  3.272  4.709  4.381
H  4.966  4.707  4.875
H  5.355  4.106  1.271
H  5.719  5.162  2.634
H  4.089  5.136  1.946
C  0.121  4.964  -0.104
C  -0.057  4.370  -1.497
C  -0.100  2.874  -1.431
N  -0.349  2.025  -0.633
H  0.233  6.048  -0.155
H  1.004  4.547  0.384
H  -0.741  4.739  0.527
H  0.736  4.671  -2.177
H  -0.998  4.695  -1.950
C  -1.896  2.598  -7.874
C  -2.014  2.692  -6.381
C  -3.219  2.983  -5.751
C  -3.185  3.043  -4.371
N  -2.087  2.825  -3.653
C  -0.961  2.541  -4.346
S  0.511  2.202  -3.477
N  -0.899  2.483  -5.687
H  -2.835  2.832  -8.374
H  -1.586  1.590  -8.152
H  -1.122  3.281  -8.222
H  -4.130  3.160  -6.306
H  -4.088  3.277  -3.811
C  -4.972  3.828  -1.149
C  -5.481  2.751  -0.231
C  -6.381  3.030  0.790
C  -6.804  2.042  1.667
C  -6.349  0.737  1.525
N  -6.722  -0.223  2.497
C  -6.024  -1.327  2.954
O  -6.600  -2.282  3.442
N  -4.649  -1.313  2.815
C  -3.785  -0.219  2.629
C  -4.005  1.040  3.165
C  -3.136  2.064  2.829
C  -2.066  1.795  1.996
N  -1.816  0.568  1.535
C  -2.657  -0.412  1.845
C  -5.503  0.427  0.464
C  -5.063  1.431  -0.382
H  -5.168  4.819  -0.739
H  -5.454  3.774  -2.128
H  -3.894  3.733  -1.301
H  -6.733  4.047  0.928
H  -7.461  2.291  2.493
H  -7.684  -0.248  2.785
H  -4.228  -2.205  3.012
H  -4.853  1.220  3.814
H  -3.289  3.067  3.203
H  -1.382  2.566  1.666
H  -2.417  -1.398  1.466
H  -5.157  -0.591  0.327
H  -4.368  1.183  -1.176

Atom charges from the Mulliken analysis, given in e for atoms 1 to 99: 0.307 -1.967 0.534 1.352 -1.527 0.340 -0.436 -0.512 0.661 -0.947 -1.061 -0.610 -1.075 1.152 0.467 0.331 0.382 0.222 0.227 0.558 0.427 0.618 0.594 -2.094 2.091 -1.626 -1.630 -0.062 -0.907 -1.044 1.013 -0.006 -0.525 0.090 -0.449 0.250 -0.977 -1.133 0.934 1.860 -1.569 -2.200 -1.572 0.436 0.393 0.414 0.445 0.345 0.363 0.450 0.360 0.351 0.543 0.423 0.611 0.454 0.492 0.535 0.363 0.450 0.316 0.382 0.414 0.464 0.327 0.449 0.332 -1.035 -0.361 0.018 -0.089 0.464 0.125 0.183 0.437 0.232 -1.267 0.830 -1.032 0.378 0.012 0.213 -0.320 -0.572 0.343 0.290 0.312 0.346 0.004 -1.189 0.465 -0.801 -0.427 -0.332 -0.092 0.220 -0.701 -0.006 -0.769

=====

# 2
DFT (wB97M-V/def2-TZVPD) results for an isolated molecule of C6H15N at a distorted geometry.

## Properties
E_HOMO	-9.41	eV
orbital gap	10.48	eV
molecular weight	101.19	g mol⁻¹
structure (SMILES)	CCCCCCN
energy relative to the best compared isomer or geometry (same formula, charge and spin)	66.6	kJ/mol
energy	-292.34367	Eh

CARTESIAN COORDINATES (ANGSTROEM)
C  1.088  -0.906  -2.188
C  1.556  -0.043  -0.965
C  1.164  -0.457  0.438
C  -0.226  -1.060  0.703
C  -1.386  -0.184  0.178
C  -1.315  1.291  0.626
N  -1.652  1.489  2.049
H  0.021  -1.103  -2.176
H  1.351  -0.366  -3.091
H  1.621  -1.850  -2.065
H  2.646  -0.094  -0.992
H  1.288  0.984  -1.211
H  1.845  -1.256  0.767
H  1.334  0.351  1.153
H  -0.334  -1.256  1.761
H  -0.263  -1.975  0.111
H  -1.511  -0.236  -0.901
H  -2.321  -0.514  0.651
H  -2.014  1.880  0.028
H  -0.330  1.666  0.342
H  -1.638  2.500  2.127
H  -0.925  1.140  2.655

natural (NBO) charges in e: -0.607 -0.399 -0.406 -0.400 -0.416 -0.218 -0.831 0.199 0.212 0.201 0.203 0.192 0.200 0.199 0.206 0.203 0.202 0.213 0.188 0.158 0.353 0.348

=====

# 3
DFT (wB97M-V/def2-TZVPD) results for a structure of composition C52H51Cl3N2O2S2Sb2SiY.

## Properties
E_HOMO	-4.88	eV
orbital gap	7.25	eV
molecular weight	1267.00	g mol⁻¹
total charge	-1
energy relative to the best compared isomer or geometry (same formula, charge and spin)	1.8	kJ/mol
energy	-5257.63139	Eh

CARTESIAN COORDINATES (ANGSTROEM)
Y  -0.098  0.747  -0.370
C  2.705  -2.844  -1.933
C  2.159  -1.584  -1.317
N  0.893  -1.316  -1.338
N  0.142  -2.289  -2.001
C  -1.131  -2.149  -1.913
S  -2.093  -0.951  -1.112
S  -2.158  -3.373  -2.681
C  -0.957  -4.649  -3.138
C  -0.762  -5.671  -2.058
C  -1.292  -6.949  -2.183
C  -1.134  -7.886  -1.172
C  -0.444  -7.552  -0.017
C  0.084  -6.275  0.119
C  -0.073  -5.345  -0.893
C  3.136  -0.657  -0.712
C  4.437  -0.627  -1.234
C  5.413  0.203  -0.724
C  5.108  1.018  0.366
C  3.841  1.020  0.902
C  2.819  0.215  0.358
O  1.598  0.328  0.829
H  2.008  -3.670  -1.810
H  3.663  -3.102  -1.491
H  2.844  -2.698  -3.008
H  -0.025  -4.134  -3.371
H  -1.318  -5.125  -4.051
H  -1.838  -7.213  -3.081
H  -1.554  -8.877  -1.287
H  -0.325  -8.278  0.777
H  0.615  -6.000  1.021
H  0.316  -4.339  -0.776
H  4.675  -1.243  -2.091
H  6.396  0.226  -1.174
H  5.866  1.670  0.786
H  3.579  1.663  1.733
Cl  -1.557  8.053  -0.023
C  -1.634  6.312  -0.007
C  -0.569  5.590  0.507
C  -0.652  4.215  0.472
Cl  0.678  3.255  1.062
C  -1.741  3.491  -0.051
O  -1.753  2.197  -0.088
C  -2.794  4.292  -0.531
Cl  -4.202  3.498  -1.158
C  -2.742  5.674  -0.527
H  0.312  6.080  0.889
H  -3.567  6.241  -0.934
C  -3.200  -2.637  1.595
Sb  -1.689  -3.783  2.581
C  -0.021  -2.737  1.755
C  -1.753  -2.699  4.487
C  -3.138  -2.232  4.793
C  -4.138  -3.201  4.907
C  -5.466  -2.870  5.087
C  -5.828  -1.533  5.161
C  -4.845  -0.564  5.101
C  -3.495  -0.885  4.942
C  -2.505  0.230  4.998
Sb  -1.932  1.116  3.103
C  -3.902  1.651  2.476
C  -1.440  3.022  3.941
H  -4.171  -2.864  2.032
H  -3.214  -2.884  0.537
H  -3.004  -1.570  1.687
H  0.870  -2.950  2.348
H  -0.194  -1.664  1.761
H  0.162  -3.058  0.731
H  -1.016  -1.899  4.451
H  -1.428  -3.417  5.243
H  -3.858  -4.247  4.827
H  -6.214  -3.649  5.156
H  -6.865  -1.246  5.283
H  -5.120  0.481  5.198
H  -1.581  -0.053  5.499
H  -2.937  1.055  5.569
H  -4.279  2.479  3.078
H  -4.560  0.791  2.595
H  -3.879  1.938  1.429
H  -2.155  3.260  4.728
H  -1.495  3.783  3.163
H  -0.430  3.018  4.346
C  1.846  6.578  -2.029
C  2.644  5.572  -1.503
C  2.330  4.243  -1.740
C  1.226  3.868  -2.515
C  0.438  4.902  -3.028
C  0.739  6.236  -2.790
Si  0.788  2.022  -2.772
C  -0.550  2.087  -4.134
C  -1.903  2.050  -3.792
C  -2.900  2.199  -4.748
C  -2.561  2.379  -6.078
C  -1.222  2.410  -6.447
C  -0.234  2.267  -5.484
C  2.272  1.231  -3.675
C  3.525  1.814  -3.844
C  4.559  1.147  -4.488
C  4.362  -0.131  -4.985
C  3.121  -0.737  -4.824
C  2.100  -0.066  -4.173
H  2.077  7.618  -1.836
H  3.508  5.822  -0.900
H  2.958  3.475  -1.298
H  -0.431  4.664  -3.629
H  0.101  7.011  -3.196
H  -2.192  1.897  -2.756
H  -3.940  2.169  -4.447
H  -3.335  2.489  -6.829
H  -0.948  2.548  -7.486
H  0.806  2.300  -5.789
H  3.706  2.815  -3.470
H  5.521  1.632  -4.603
H  5.164  -0.653  -5.494
H  2.947  -1.735  -5.211
H  1.145  -0.567  -4.047

Atom charges from the Mulliken analysis, given in e for atoms 1 to 99: -0.527 -1.206 0.437 2.186 -0.707 0.429 -0.708 -0.146 -0.630 0.370 -0.645 -0.600 -0.507 -1.000 0.827 0.063 -1.072 -1.072 -0.400 -0.627 0.688 -0.548 -0.032 0.531 0.103 0.094 0.576 0.359 0.367 0.384 0.467 -0.125 0.361 0.390 0.400 0.443 -0.266 0.145 -0.853 0.930 -0.084 -1.135 -0.251 0.663 -0.224 -0.593 0.421 0.462 -0.993 0.710 -0.246 -1.791 0.689 -0.288 -0.586 -0.674 -0.597 0.898 -1.890 0.331 -1.189 -1.369 0.373 0.459 0.028 0.688 0.078 -0.709 0.449 0.501 0.374 0.386 0.385 0.343 0.684 0.623 0.449 0.420 0.173 0.495 0.326 0.361 -0.666 -0.801 0.083 0.226 -0.373 -0.614 2.262 -0.119 0.074 -0.905 -0.505 -0.790 -0.134 0.463 -0.447 -0.622 -0.774